[1]
Molecular formula: C33H26BrCl5F3NNaSbSe2Te
Method: DFT, the ωB97M-V functional and the def2-TZVPD basis

CARTESIAN COORDINATES (ANGSTROEM)
Te  -0.2119  -0.5075  -2.9926
Sb  0.0808  -2.2659  -0.8651
Br  6.1084  1.1964  -2.6273
Se  1.9020  1.9149  1.8551
Se  0.2208  -0.4831  2.8832
Cl  -4.4007  3.4447  1.2026
Cl  1.5083  4.9082  -0.1631
Cl  -0.6478  7.1245  -0.0369
Cl  -2.2906  1.1876  0.8332
Cl  -3.5990  6.4163  0.6803
Na  0.4818  1.1792  -0.6652
F  4.0176  -5.8694  -4.2332
F  1.1079  -7.7874  3.0025
F  -5.5216  -4.8985  -1.9844
N  2.6448  0.4477  -0.5289
C  2.9573  -0.6632  0.1401
C  -4.3015  -4.3268  -1.7636
C  -0.7019  -5.4273  0.9042
C  3.5709  0.9430  -1.3532
C  2.0137  -5.6892  -2.9963
C  -2.1083  -3.8053  -2.5279
C  -0.4174  3.1077  0.5126
C  4.8129  0.3587  -1.5178
C  -0.1346  4.4502  0.2695
C  4.1591  -1.3387  -0.0235
C  -1.1999  -1.5058  3.7462
C  0.2194  -4.3878  0.7093
C  3.1554  -5.1047  -3.4996
C  -1.7674  2.8559  0.7352
C  -4.0739  -3.6914  -0.5631
C  0.9067  2.2688  3.5121
C  -2.4020  5.1684  0.6074
C  3.5417  1.3189  2.7738
C  -1.0787  5.4765  0.3025
C  -1.8213  -3.1679  -1.3243
C  2.5471  -3.0042  -2.5712
C  1.3805  -3.5471  -2.0334
C  -2.7528  3.8406  0.8283
C  1.1366  -4.9032  -2.2521
C  3.4535  -3.7749  -3.2941
C  -0.1682  1.2077  3.7997
C  5.1240  -0.8158  -0.8632
C  -2.8214  -3.1197  -0.3533
C  -3.3437  -4.4039  -2.7534
C  1.7742  -5.6969  2.1095
C  1.4534  -4.5762  1.3414
C  0.8162  -6.6759  2.2534
C  -0.4243  -6.5688  1.6651
H  -1.3607  -3.8173  -3.3144
H  0.2562  -5.3634  -1.8206
H  -4.8514  -3.6702  0.1910
H  4.3328  -2.2631  0.5112
H  -3.5683  -4.9232  -3.6770
H  -0.2316  0.9833  4.8640
H  6.0817  -1.2985  -1.0002
H  -2.6128  -2.6359  0.5974
H  0.4646  3.2570  3.4119
H  2.2264  -3.8113  1.2262
H  2.7394  -1.9421  -2.4551
H  4.3625  -3.3533  -3.7076
H  2.7429  -5.8167  2.5849
H  1.8200  -6.7405  -3.1740
H  3.3294  0.4520  3.4001
H  -1.1488  1.5378  3.4586
H  3.9525  2.1306  3.3726
H  2.2359  -1.0052  0.8672
H  -2.1683  -1.1047  3.4494
H  3.2979  1.8368  -1.9026
H  -1.0993  -2.5322  3.3954
H  -1.6842  -5.3722  0.4397
H  -1.1527  -7.3631  1.7965
H  -1.0982  -1.4794  4.8306
H  1.6480  2.2958  4.3069
H  4.2649  1.0445  2.0055

Values from the calculation:
Lowest unoccupied orbital energy (eV): 3.4
Relative energy (zero: lowest compared OMol25 entry of this formula, charge and spin) (kJ/mol): 58.7
Charge: -2
2S+1: 1

[2]
Molecular formula: C39H29CrN5O4P
Method: DFT, the ωB97M-V functional and the def2-TZVPD basis

CARTESIAN COORDINATES (ANGSTROEM)
Cr  -0.1120  0.2497  0.8695
P  2.3008  1.0227  0.1331
O  0.2090  3.7552  -0.1240
O  1.5231  -0.8152  -1.2623
O  1.0129  -0.9868  -3.4494
O  -3.4983  -2.0433  1.2925
N  -1.9819  -0.2746  1.4158
N  -0.8489  2.1532  1.2011
N  0.9283  -0.2289  2.5447
N  -1.0080  0.7412  -1.0375
N  -0.0501  -1.8302  0.7738
C  -1.1732  -3.7641  1.5955
C  1.2036  -2.3546  1.1822
C  -4.2374  0.7288  1.7754
C  -4.9989  1.8919  1.8280
C  -2.8659  0.8061  1.5389
C  1.4557  -0.3952  -2.4545
C  -3.0365  3.2131  1.4307
C  1.9790  1.0297  -2.6351
C  -4.4073  3.1312  1.6462
C  2.4727  2.8786  -4.1022
C  -0.5316  2.8063  0.0173
C  -1.5068  2.6583  -2.3654
C  5.3958  -1.5979  -0.6741
C  4.3304  -0.7243  -0.8392
C  5.8615  -1.9080  0.5957
C  2.8495  3.0834  -1.7353
C  0.0456  -4.4553  1.6862
C  -2.2557  2.0641  1.3860
C  4.3421  2.6933  1.1899
C  -1.9236  0.4534  -3.2011
C  2.2152  -2.0286  3.6425
C  3.9951  4.3175  2.9243
C  1.2170  -3.7867  1.4719
C  2.4134  1.7731  -1.5366
C  2.0156  1.5866  -3.9089
C  5.2673  -1.3189  1.7027
C  2.6606  3.9518  2.9867
C  -1.1456  -2.4320  1.1527
C  3.7201  -0.1371  0.2651
C  2.8848  3.6295  -3.0083
C  4.2128  -0.4322  1.5356
C  1.4298  -1.3575  2.5481
C  -1.9668  1.8257  -3.3768
C  -1.4106  -0.0571  -2.0197
C  -2.3724  -1.5508  1.2664
C  4.8409  3.6813  2.0219
C  2.9958  2.3240  1.2370
C  -1.0613  2.0711  -1.2010
C  2.1616  2.9582  2.1509
H  4.3802  5.0901  3.5791
H  3.1469  -2.4429  3.2509
H  5.0118  2.2020  0.4927
H  0.0537  -5.5089  1.9384
H  1.1175  2.6792  2.2219
H  -2.2351  -0.2251  -3.9812
H  3.2250  4.6496  -3.1409
H  -2.1283  -4.2024  1.8440
H  5.8569  -2.0437  -1.5468
H  5.8880  3.9528  1.9664
H  6.6875  -2.5977  0.7211
H  2.4987  3.3061  -5.0979
H  2.4292  -1.3048  4.4279
H  5.6277  -1.5383  2.7008
H  1.6638  0.9712  -4.7264
H  3.7707  0.0389  2.4046
H  -2.5484  4.1745  1.3154
H  -2.3397  2.2453  -4.3026
H  -1.2818  -1.1195  -1.8627
H  -5.0035  4.0352  1.6796
H  3.1361  3.6956  -0.8949
H  2.0000  -2.0343  0.5088
H  1.9937  4.4361  3.6892
H  -6.0654  1.8193  2.0048
H  -4.6952  -0.2410  1.8866
H  2.1719  -4.2911  1.5494
H  3.9713  -0.5061  -1.8321
H  1.6354  -2.8568  4.0553
H  -1.4886  3.7350  -2.4581

Values from the calculation:
Lowest unoccupied orbital energy (alpha / beta) (eV): 2.6 / 1.4
⟨S²⟩: 6.071
Relative energy (zero: lowest compared OMol25 entry of this formula, charge and spin) (kJ/mol): 140.2
Charge: -1
2S+1: 5

[3]
Molecular formula: C6H6O
Method: DFT, the ωB97M-V functional and the def2-TZVPD basis

CARTESIAN COORDINATES (ANGSTROEM)
O  -2.1847  0.6560  0.8026
C  -0.9081  -0.5847  -0.8456
C  1.4718  0.2000  0.2460
C  2.4209  -0.2958  -0.3047
C  -1.0263  0.6102  0.0003
C  -0.4433  -1.4829  -1.4984
C  0.2569  0.7143  0.8852
H  0.0699  0.1408  1.8025
H  3.2670  -0.7384  -0.7837
H  -1.0876  1.4895  -0.6487
H  -2.3051  -0.2198  1.1925
H  0.0754  -2.2491  -2.0294
H  0.3932  1.7599  1.1813

Values from the calculation:
Lowest unoccupied orbital energy (eV): 0.9
Relative energy (zero: lowest compared OMol25 entry of this formula, charge and spin) (kJ/mol): 395.3
Charge: 0
2S+1: 1

[4]
Molecular formula: C5H8N2
Method: DFT, the ωB97M-V functional and the def2-TZVPD basis

CARTESIAN COORDINATES (ANGSTROEM)
N  2.1558  0.6360  -1.7238
N  0.0362  0.5054  0.8986
C  1.4579  0.6189  -0.6738
C  -0.1209  0.7155  -0.5633
C  1.5185  0.4475  0.8107
C  -0.5275  -0.5625  0.0689
C  -1.9536  -0.9099  0.4164
H  1.2345  0.7240  -2.1763
H  1.9695  1.3118  1.3035
H  -1.9579  -1.5709  1.2914
H  0.1041  -1.4177  -0.1776
H  -2.4625  -1.4258  -0.4036
H  -2.5171  -0.0097  0.6768
H  -0.8873  1.4170  -0.9419
H  1.9503  -0.4796  1.1941

Values from the calculation:
Lowest unoccupied orbital energy (eV): 1.1
Relative energy (zero: lowest compared OMol25 entry of this formula, charge and spin) (kJ/mol): 324.9
Charge: 0
2S+1: 1

[5]
Molecular formula: C4H6N2S
Method: DFT, the ωB97M-V functional and the def2-TZVPD basis

CARTESIAN COORDINATES (ANGSTROEM)
S  0.4723  0.6053  1.5281
N  1.9661  -2.5250  1.2111
N  0.5738  -1.5437  -0.6017
C  -0.1668  -0.5085  -0.8424
C  1.1119  -1.9038  0.4280
C  -0.3715  0.4866  0.1305
C  -1.1367  1.7034  -0.4843
H  -1.9375  1.5472  -1.1477
H  -1.4127  2.3015  0.4326
H  -0.6030  -0.3370  -1.8986
H  2.9697  -2.3352  1.2358
H  1.7848  -3.5043  1.3906
H  -0.4427  2.3745  -1.0029

Values from the calculation:
Lowest unoccupied orbital energy (eV): 0.2
Relative energy (zero: lowest compared OMol25 entry of this formula, charge and spin) (kJ/mol): 293.3
Charge: 0
2S+1: 1

[6]
Molecular formula: C37H32N4O2PZn
Method: DFT, the ωB97M-V functional and the def2-TZVPD basis

CARTESIAN COORDINATES (ANGSTROEM)
Zn  -0.4879  1.1081  -0.0672
P  0.1606  -1.8780  0.1714
O  -1.4253  -0.9311  0.4351
O  -3.6403  -1.2416  0.2433
N  1.2521  0.9669  -0.8897
N  -0.7060  1.6215  1.9948
N  0.0303  3.2665  -0.0354
N  -2.1647  1.9598  -0.9974
C  0.7148  3.4535  1.2399
C  -1.1891  4.0536  -0.1769
C  -1.2964  1.2534  4.2748
C  -2.1652  -3.1330  0.1189
C  0.8662  -1.6874  1.8049
C  -1.2277  -5.6886  -0.3173
C  -4.1888  1.8644  -2.2564
C  -4.2917  3.2450  -2.1973
C  0.7929  -2.0127  -3.6953
C  1.3451  -2.6793  3.9514
C  1.9288  -1.4943  4.3733
C  -2.5334  -1.6978  0.2743
C  0.0967  3.1019  3.6728
C  3.1177  -0.2332  -2.0296
C  -0.5525  2.3626  4.6478
C  3.5865  0.9500  -2.4279
C  -3.0775  -4.1672  0.0211
C  1.9701  -0.3988  3.5206
C  2.1054  -2.0403  -4.3627
C  0.0004  2.7054  2.3513
C  -3.3132  3.9675  -1.5374
C  2.9732  2.2044  -2.0146
C  -0.8066  -3.3676  0.0114
C  0.9388  3.3656  -1.1959
C  1.8108  2.1352  -1.3391
C  -3.1100  1.2607  -1.6468
C  -2.5955  -5.4515  -0.1883
C  3.7327  -1.5389  -2.4721
C  1.0253  -1.4458  -1.1616
C  2.0228  -0.2956  -0.9876
C  3.3376  -1.9009  -3.8824
C  0.8098  -2.7779  2.6749
C  -0.3169  -4.6440  -0.2231
C  0.3609  -1.8139  -2.4393
C  -1.3472  0.9154  2.9378
C  1.4389  -0.4872  2.2436
C  -2.2604  3.2954  -0.9437
H  0.8194  4.5089  1.5072
H  -0.8721  -6.6955  -0.4992
H  2.0373  -2.2639  -5.4219
H  -1.5808  4.2897  0.8153
H  -0.4876  2.6565  5.6886
H  -2.9930  0.1861  -1.6631
H  0.3100  3.4479  -2.0868
H  -3.3563  5.0490  -1.4840
H  -0.9962  5.0068  -0.6765
H  1.4603  0.3816  1.5966
H  0.6725  3.9838  3.9291
H  4.1519  -2.0229  -4.5913
H  -5.1236  3.7555  -2.6673
H  -1.9116  0.0587  2.5917
H  1.3059  -3.5336  4.6150
H  0.7465  -4.8148  -0.3393
H  -4.9285  1.2597  -2.7639
H  -3.2908  -6.2782  -0.2653
H  3.4463  -2.3385  -1.7832
H  1.7246  3.0464  1.1332
H  4.4287  0.9850  -3.1170
H  -0.0127  -2.2793  -4.3744
H  2.4183  0.5306  3.8500
H  4.8180  -1.4589  -2.4230
H  1.5598  4.2647  -1.1461
H  2.3501  -1.4222  5.3691
H  3.3653  3.1592  -2.3465
H  -0.7065  -2.0042  -2.3458
H  -4.1390  -3.9650  0.1032
H  0.3518  -3.7071  2.3601
H  -1.8309  0.6587  5.0035
H  2.5405  -0.4949  -0.0470

Values from the calculation:
Lowest unoccupied orbital energy (eV): -2.4
Charge: +1
2S+1: 1

Number 1: E_tot -11975.8748 a.u.. Number 2: E_tot -3464.3053 a.u.. Number 3: E_tot -307.3129 a.u.. Number 4: E_tot -304.7118 a.u.. Number 5: E_tot -663.6168 a.u.. Number 6: E_tot -3919.1577 a.u..